No. 1
93
Properties=species:S:1:pos:R:3:forces:R:3 method="wB97M-V/def2-TZVPD" energy_ha=-4438.87016 e_lumo_ha="-0.0136 / -0.0281" multiplicity=1 gap_ev="6.4 / 5.0"
P 0.517951 -2.222353 -4.737968 -2.9153 0.7934 -3.3521
P 0.467900 1.700937 -4.021093 -2.5419 0.4658 -3.4220
C 0.163793 -0.689177 -5.555104 3.7487 -1.8869 -0.6598
C 1.095988 0.456946 -5.211677 0.6786 0.1868 -0.2030
H -1.169464 -0.458537 -5.127095 -2.0329 1.3865 0.1062
H 0.165743 -0.832050 -6.649196 -0.1893 -0.1821 0.5015
H 2.095291 0.151619 -4.865744 0.0146 0.0840 0.0566
H 1.279630 1.056714 -6.115380 0.0606 -0.1574 0.1955
C -0.075147 3.031038 -5.176513 0.5805 0.4488 0.2838
H -0.464770 3.863774 -4.566761 0.0852 -0.2037 -0.3583
H -0.876216 2.655958 -5.845974 0.5638 0.0961 0.5092
H 0.780669 3.381463 -5.771356 -0.2994 0.0529 0.1039
C 1.737102 2.365208 -2.925464 -0.1504 0.2183 0.4233
H 2.177305 3.250763 -3.422473 -0.3576 -0.3487 0.1066
H 2.541941 1.621182 -2.752855 -0.5724 0.2111 0.1288
H 1.289873 2.672130 -1.962877 0.3612 -0.1868 -0.2833
C -0.215766 -3.425476 -5.912299 0.2354 -0.4020 -0.0445
H -0.379347 -4.400080 -5.420864 0.0026 0.3215 -0.2095
H 0.515818 -3.575000 -6.715764 -0.2764 0.0097 0.0644
H -1.166650 -3.066352 -6.347322 0.5465 -0.0733 0.3772
C 2.238671 -2.655207 -4.744585 0.6352 -0.5515 0.9763
H 2.841634 -1.746475 -4.736827 0.0718 -0.1684 0.1962
H 2.406957 -3.199574 -5.678457 -0.0227 0.1745 0.1720
H 2.488650 -3.306461 -3.906281 0.3672 0.0571 0.0168
Zn 2.659319 0.204654 -0.397269 -0.3098 0.2091 0.8456
C -1.332730 1.145152 -3.738071 0.1836 -0.6486 2.8716
C -2.041008 0.342370 -4.810682 -0.5525 -0.7963 -0.2405
C -3.344156 -0.337867 -4.302025 0.1609 1.0900 0.0554
C -3.167347 -1.632518 -3.455538 -1.7583 -0.1544 -0.1132
C -2.000417 -2.462310 -3.773803 -0.7817 -0.4603 -0.0593
C -0.672975 -2.268867 -3.294741 3.8931 1.2146 0.9782
C -0.188242 -0.912961 -2.564339 -0.0682 -0.5392 0.4612
C -1.182676 0.260310 -2.465984 0.5350 0.4284 0.8758
C 2.251348 -1.525558 0.502212 0.4566 -0.7959 -0.1422
H -1.934088 2.029540 -3.457963 0.5328 0.0286 0.0543
H -2.263318 0.923774 -5.716514 0.0760 0.0103 0.1896
H -3.984729 -0.551540 -5.175892 0.4607 -0.0683 0.2475
H -3.928905 0.389235 -3.715325 -0.0968 -0.1850 0.0691
H -3.297149 -1.418551 -2.361847 0.2416 -0.3120 -0.8986
H -4.027055 -2.278002 -3.726971 0.1843 0.3996 0.3541
H -2.194267 -3.421293 -4.239682 0.0117 0.0585 0.0277
H -0.293381 -3.112412 -2.691153 -0.3435 0.0831 0.1087
H 0.765835 -0.524716 -3.031254 -0.6793 -0.5514 0.4832
H 0.134351 -1.210887 -1.542115 -0.3518 0.3501 -0.6097
H -2.124415 -0.130444 -2.130543 -0.2788 0.1977 0.0974
H -0.834798 0.887364 -1.614469 -0.0529 -0.2313 -0.4308
H 3.026109 -2.269221 0.256097 -0.3335 0.0040 0.1514
H 1.297256 -1.828144 0.057523 0.0329 -0.1682 0.1344
H 2.107699 -1.429636 1.588854 0.1248 0.1488 -0.4909
C 1.432131 3.705665 4.297137 0.0773 0.1939 -0.0319
C 2.089191 2.412077 4.770464 -0.3086 -0.3035 -0.1704
C 3.385133 2.146738 4.014997 0.2439 0.1338 -0.0290
C 2.360064 2.509098 6.272100 0.0156 -0.0543 0.0994
O 1.201837 1.299350 4.573371 0.1677 0.3242 -0.3748
Si 0.401858 0.721609 3.220838 -0.4204 -0.2100 1.4624
S 1.001557 1.438096 1.412127 -0.0137 0.4426 -0.9120
O 0.511771 -0.934340 3.327075 0.3493 -0.3044 0.5116
C 0.783775 -1.725456 4.522489 -0.0637 0.1523 -0.3978
C 0.684492 -3.190583 4.090939 -0.1000 -0.1347 -0.0492
C 2.193811 -1.439256 5.027002 0.3259 0.0577 0.2794
C -0.222669 -1.415742 5.626584 -0.1607 -0.1128 0.2905
O -1.137730 1.096876 3.752003 -0.6641 0.0404 -0.5171
C -2.469112 0.886663 3.242506 0.5882 0.1766 0.0800
C -2.576374 1.394330 1.809029 -0.1689 -0.0051 -0.2560
C -2.855740 -0.588825 3.303704 -0.2243 -0.1545 0.0125
C -3.413358 1.692932 4.135845 -0.0868 -0.1055 0.1723
H 2.104579 4.548708 4.514482 -0.1885 -0.1151 -0.0627
H 0.486914 3.862038 4.833053 0.1619 -0.0410 -0.1636
H 1.246166 3.676424 3.216141 -0.0193 -0.0243 0.2583
H 4.090270 2.965119 4.217686 -0.0176 -0.2090 -0.0975
H 3.826306 1.197916 4.351275 -0.0638 0.2318 -0.0833
H 3.193904 2.090678 2.935375 0.0635 0.0100 0.3094
H 1.429890 2.698086 6.821088 0.1257 -0.0780 -0.1238
H 2.810935 1.584321 6.655806 -0.0989 0.1666 -0.1124
H 3.050187 3.339792 6.470674 -0.1109 -0.1689 -0.0217
H 1.432856 -3.416844 3.321153 -0.1627 0.1116 0.0903
H 0.862732 -3.862795 4.942939 -0.0257 0.2240 -0.1391
H -0.311762 -3.419021 3.688173 0.1960 0.1360 0.0465
H 2.251820 -0.417403 5.421881 0.0401 -0.4063 -0.1676
H 2.463929 -2.138305 5.834846 -0.1166 0.1105 -0.2480
H 2.921672 -1.551490 4.214596 -0.1084 0.0158 0.0915
H -0.135213 -0.373148 5.956106 -0.0697 -0.2049 -0.1649
H -1.248981 -1.606948 5.292147 0.2831 0.0740 0.0521
H -0.029484 -2.064595 6.496479 0.0037 0.1510 -0.2428
H -1.923654 0.826375 1.133051 -0.0961 0.1417 0.1785
H -3.617342 1.291375 1.467863 0.2038 0.0442 0.0210
H -2.292512 2.450893 1.756396 0.0288 -0.1738 -0.0096
H -2.946586 -0.920515 4.347011 0.0720 0.0578 -0.3000
H -3.837805 -0.723292 2.823751 0.2274 -0.0033 0.1221
H -2.123558 -1.217091 2.784638 -0.0570 0.1230 0.1192
H -3.355330 1.342101 5.177573 0.0433 0.1053 -0.3097
H -3.158205 2.755483 4.110456 0.0320 -0.0990 -0.0082
H -4.450162 1.574477 3.788561 0.2167 0.0257 0.0899

No. 2
36
Properties=species:S:1:pos:R:3:forces:R:3 method="wB97M-V/def2-TZVPD" energy_ha=-4209.17685 e_lumo_ha="0.0666 / 0.0674" s2=3.7527 multiplicity=4 gap_ev="4.0 / 4.0" relative_energy_kj_mol=341.4 total_charge=-1
C -1.960293 -0.853566 -0.805544 -0.6168 0.9606 -1.4879
C -1.762717 -1.364108 0.489859 -0.8085 0.5911 1.1911
C -1.841914 -0.255259 1.399636 -2.6437 0.0523 -0.5214
H -1.547948 -2.399187 0.786314 -0.2108 0.5525 -0.2605
C -2.020476 0.957549 0.625938 -0.8782 -0.8825 1.5883
C -2.092381 0.579846 -0.727055 -0.7457 -1.0623 -1.3808
H -2.173212 1.265403 -1.575353 -0.0539 -0.4160 0.2497
H -1.943596 -1.439841 -1.732758 0.0741 0.4559 0.5108
H -1.760711 -0.314803 2.485175 -1.0147 -0.0890 -1.1229
H -2.018407 1.966907 1.050406 -0.1623 -0.4197 -0.2256
Er 0.109670 0.110634 0.065545 1.6729 0.2454 0.3595
Br 1.250788 -0.914430 -1.926525 0.9282 -0.6211 -0.7196
C 2.779638 0.679957 -4.899932 -0.4748 -0.2787 -0.2945
C 1.678971 1.471077 -5.333964 0.0057 -0.5702 0.0281
C 0.685695 0.593965 -5.855901 0.4762 -0.1763 0.2561
H 1.609576 2.557092 -5.280202 0.0155 -0.1912 -0.0188
C 1.173768 -0.738772 -5.744603 0.3516 0.5011 0.1644
C 2.467591 -0.685857 -5.153148 -0.3378 0.5677 -0.2928
H 3.108250 -1.539624 -4.937950 -0.1331 0.1575 -0.0046
H 3.701339 1.053583 -4.455616 -0.1707 -0.0670 -0.0669
H -0.276934 0.891004 -6.271715 0.1893 -0.0569 0.0819
H 0.650668 -1.641134 -6.060286 0.0969 0.1828 0.0773
C 1.495651 0.262107 3.785335 1.0617 0.1675 1.4536
C 0.061573 0.009773 3.516677 -0.1910 -0.1542 -2.3823
C -0.340039 -1.379465 4.058900 0.2733 0.1249 0.6665
C -0.789294 1.180074 4.060979 0.2564 -0.0826 0.5989
O 0.111566 0.007580 2.078494 2.6994 0.3877 1.8853
H 1.632468 0.285562 4.862500 0.5089 0.0972 0.4080
H 1.814057 1.216041 3.363293 -0.0944 -0.0260 0.0481
H 2.119626 -0.525412 3.362264 -0.0995 -0.0017 0.0380
H -0.152993 -1.352517 5.144140 -0.0457 -0.1558 -0.1875
H -1.379996 -1.697775 3.940385 0.0716 0.3381 -0.2177
H 0.301160 -2.164870 3.633327 -0.1225 0.3473 0.0008
H -0.454996 2.137344 3.636632 0.0117 -0.3318 0.0035
H -1.875528 1.123637 3.943600 0.1865 -0.2752 -0.2173
H -0.603719 1.216486 5.146351 -0.0758 0.1284 -0.2087